{"formula": "C49H62ClO6S5Y", "method": "ωB97M-V with the def2-TZVPD basis set", "species": ["Y", "C", "O", "C", "C", "C", "C", "C", "C", "C", "C", "C", "C", "C", "C", "C", "C", "C", "C", "C", "C", "C", "C", "C", "C", "C", "C", "C", "C", "C", "C", "C", "C", "O", "C", "C", "C", "C", "C", "O", "C", "C", "C", "C", "C", "C", "O", "C", "C", "C", "C", "H", "H", "H", "H", "H", "H", "H", "H", "H", "H", "H", "H", "H", "H", "H", "H", "H", "H", "H", "H", "H", "H", "H", "H", "H", "H", "H", "H", "H", "H", "H", "H", "H", "H", "H", "H", "H", "H", "H", "H", "H", "H", "H", "H", "H", "H", "H", "H", "H", "H", "H", "H", "H", "H", "H", "H", "H", "H", "S", "C", "S", "C", "C", "S", "S", "S", "O", "H", "H", "O", "H", "H", "Cl"], "positions_angstrom": [[3.41054, 0.60784, 0.76088], [1.88531, 2.71916, 3.54562], [1.62381, 1.87399, 2.42880], [0.27350, 1.65067, 2.22805], [-0.42897, 2.46031, 1.34103], [0.24275, 3.55189, 0.54463], [0.27218, 3.18853, -0.91503], [-0.49543, 3.88417, -1.84115], [-0.55171, 3.52970, -3.18483], [0.21469, 2.42907, -3.57207], [0.99508, 1.71330, -2.68197], [1.79201, 0.50995, -3.11450], [1.23823, -0.76059, -2.51184], [-0.04433, -1.18752, -2.84618], [-0.61363, -2.31744, -2.27207], [0.14548, -3.02504, -1.34636], [1.41712, -2.62374, -0.96530], [2.12142, -3.33819, 0.16653], [1.31697, -3.15644, 1.42684], [0.49148, -4.16598, 1.90410], [-0.34833, -3.99336, 3.00070], [-0.31981, -2.74095, 3.61327], [0.48828, -1.70908, 3.16723], [0.43026, -0.33923, 3.78372], [-0.34616, 0.59769, 2.88486], [-1.69267, 0.34870, 2.62785], [-2.42533, 1.12583, 1.74226], [-1.76949, 2.18464, 1.12082], [-3.89299, 0.85102, 1.41611], [-4.37715, -0.47072, 2.01493], [-4.75866, 1.98775, 1.97598], [-4.08294, 0.78097, -0.10631], [1.33184, -1.88827, 2.04679], [2.10009, -0.92876, 1.62010], [-1.29562, -5.07560, 3.51588], [-0.98666, -5.39428, 4.98522], [-1.17859, -6.37425, 2.71688], [-2.74651, -4.58289, 3.40577], [1.94747, -1.48773, -1.56567], [3.19961, -1.04188, -1.16468], [4.27147, -1.59574, -1.92230], [-2.03255, -2.78755, -2.59274], [-2.79819, -1.76859, -3.43790], [-1.96489, -4.11351, -3.36212], [-2.81474, -3.00755, -1.28896], [1.03628, 2.07321, -1.31399], [1.73449, 1.37700, -0.46066], [-1.40408, 4.26866, -4.21485], [-2.42811, 3.30293, -4.82906], [-2.17243, 5.43816, -3.59830], [-0.51004, 4.82483, -5.33210], [1.45776, 2.28336, 4.45392], [1.45695, 3.71080, 3.37429], [2.96313, 2.80134, 3.63335], [1.25255, 3.72179, 0.91394], [-0.31603, 4.48435, 0.67053], [-1.06639, 4.73069, -1.47487], [0.21312, 2.10732, -4.61101], [2.82837, 0.64559, -2.80785], [1.75940, 0.43006, -4.20556], [-0.60283, -0.57655, -3.54524], [-0.27460, -3.89122, -0.84612], [3.12460, -2.93673, 0.30953], [2.19875, -4.40449, -0.06654], [0.51646, -5.11577, 1.38002], [-0.95703, -2.54497, 4.47296], [1.44267, 0.04038, 3.91982], [-0.05678, -0.39564, 4.76197], [-2.14032, -0.51180, 3.10969], [-2.29158, 2.80467, 0.39891], [-4.33459, -0.46012, 3.10594], [-3.77774, -1.31270, 1.66197], [-5.41594, -0.64546, 1.72270], [-4.65908, 2.04776, 3.06194], [-5.81326, 1.82410, 1.73295], [-4.45516, 2.94895, 1.55758], [-3.42042, 0.03300, -0.54404], [-3.86138, 1.73412, -0.58732], [-5.11613, 0.51350, -0.34696], [0.03706, -5.75897, 5.08908], [-1.66978, -6.15976, 5.36794], [-1.08790, -4.50644, 5.61087], [-0.16851, -6.78539, 2.76868], [-1.42832, -6.21930, 1.66513], [-1.86982, -7.11899, 3.12097], [-2.90012, -3.67471, 3.99069], [-3.44393, -5.34527, 3.76886], [-2.99324, -4.35249, 2.36703], [4.27810, -2.68413, -1.82127], [5.19450, -1.20118, -1.50799], [4.16411, -1.31555, -2.97398], [-2.33238, -1.62230, -4.41461], [-2.85140, -0.79789, -2.94087], [-3.81863, -2.12329, -3.60431], [-1.42696, -3.98624, -4.30402], [-2.97137, -4.48180, -3.58418], [-1.44251, -4.87275, -2.77750], [-2.81260, -2.10503, -0.67618], [-2.38545, -3.80982, -0.68734], [-3.85252, -3.27318, -1.51167], [-3.08994, 2.90623, -4.05623], [-1.93472, 2.45609, -5.30831], [-3.03882, 3.81268, -5.58178], [-2.85129, 5.09875, -2.81321], [-2.76795, 5.93494, -4.36915], [-1.49547, 6.17744, -3.16597], [0.03817, 4.02480, -5.83122], [0.22264, 5.52256, -4.92256], [-1.10967, 5.34881, -6.08366], [8.65183, 6.86334, 0.95082], [7.60516, 5.55756, 0.95739], [5.89788, 5.69544, 0.94980], [5.48644, 3.99547, 0.93910], [6.54376, 3.14813, 0.95113], [6.47712, 1.40241, 0.96265], [8.11049, 3.92176, 0.97482], [3.79550, 3.56791, 0.91443], [4.25907, 0.65532, 3.10194], [5.11305, 1.08068, 2.88174], [4.48675, -0.29462, 3.05515], [4.48300, 1.52728, -1.37068], [4.17357, 2.41835, -1.10444], [5.39474, 1.50453, -1.00500], [5.17555, -1.60276, 1.27750]], "atomic_forces_ev_per_a": [[-0.2977, -0.1208, -0.0329], [0.0216, -0.0068, -0.0437], [0.0335, -0.0020, 0.0090], [-0.0253, -0.0137, 0.0275], [-0.0227, -0.0308, -0.0172], [-0.0087, 0.0651, 0.0482], [0.0127, -0.0408, -0.0229], [-0.0045, -0.0058, -0.0029], [-0.0102, -0.0004, -0.0136], [0.0165, 0.0104, -0.0063], [0.0198, -0.0116, 0.0538], [-0.0255, 0.0409, -0.0161], [0.0062, -0.0487, 0.0331], [0.0187, 0.0203, -0.0053], [-0.0229, 0.0050, 0.0051], [-0.0113, -0.0184, 0.0130], [-0.0016, 0.0491, -0.0245], [0.0235, -0.0079, 0.0100], [-0.0301, 0.0392, 0.0096], [-0.0046, -0.0147, 0.0036], [-0.0097, -0.0238, -0.0087], [0.0166, 0.0384, 0.0219], [-0.0047, -0.0351, -0.0123], [0.0190, -0.0005, 0.0247], [0.0107, 0.0021, -0.0140], [0.0343, -0.0348, -0.0101], [-0.0263, 0.0183, 0.0200], [0.0014, 0.0186, -0.0076], [-0.0045, -0.0074, 0.0069], [-0.0051, -0.0062, -0.0005], [-0.0086, 0.0076, -0.0081], [0.0062, 0.0038, -0.0152], [0.2046, -0.1602, 0.0780], [-0.2425, 0.2810, -0.1423], [0.0025, -0.0080, -0.0107], [-0.0021, 0.0068, 0.0124], [0.0034, 0.0036, -0.0135], [-0.0072, 0.0007, 0.0079], [0.0345, -0.0103, 0.0252], [-0.0462, 0.0184, -0.0376], [0.0272, 0.0005, 0.0236], [-0.0012, 0.0035, 0.0010], [0.0100, 0.0071, -0.0177], [-0.0062, -0.0071, 0.0049], [-0.0219, -0.0190, 0.0149], [-0.0175, -0.0116, -0.0578], [0.1468, 0.0141, 0.1954], [-0.0051, 0.0086, -0.0035], [-0.0034, -0.0097, -0.0123], [0.0011, 0.0051, 0.0113], [0.0066, -0.0136, -0.0076], [0.0023, 0.0075, 0.0065], [-0.0044, 0.0021, 0.0078], [-0.0011, -0.0010, 0.0118], [-0.0021, -0.0129, -0.0159], [0.0090, -0.0017, -0.0025], [-0.0019, -0.0008, -0.0027], [-0.0036, 0.0026, -0.0033], [0.0095, -0.0373, -0.0149], [0.0139, 0.0148, -0.0014], [-0.0067, -0.0020, 0.0054], [0.0014, 0.0015, -0.0110], [-0.0024, -0.0061, 0.0055], [0.0046, 0.0005, -0.0028], [-0.0013, -0.0018, 0.0011], [-0.0011, -0.0032, -0.0014], [-0.0013, -0.0014, 0.0068], [-0.0018, 0.0021, 0.0015], [0.0029, -0.0021, 0.0005], [-0.0067, -0.0045, 0.0004], [0.0026, 0.0071, 0.0022], [0.0022, 0.0025, -0.0069], [-0.0003, -0.0006, 0.0015], [0.0043, -0.0016, 0.0016], [0.0011, 0.0007, -0.0005], [-0.0019, -0.0011, 0.0015], [0.0009, -0.0055, 0.0146], [0.0053, 0.0027, 0.0021], [-0.0055, 0.0016, 0.0016], [0.0032, 0.0004, -0.0040], [-0.0023, 0.0003, -0.0042], [0.0040, -0.0011, -0.0014], [0.0005, 0.0006, 0.0056], [-0.0024, 0.0019, 0.0025], [0.0000, 0.0001, 0.0039], [0.0008, -0.0002, 0.0008], [-0.0012, 0.0028, 0.0010], [0.0059, -0.0038, -0.0040], [-0.0164, 0.0037, -0.0081], [0.0004, 0.0126, -0.0106], [0.0110, 0.0005, -0.0028], [0.0046, -0.0037, 0.0026], [-0.0021, -0.0019, 0.0069], [-0.0008, -0.0032, 0.0008], [0.0002, 0.0088, -0.0009], [0.0006, -0.0017, 0.0012], [-0.0011, -0.0053, -0.0047], [0.0175, 0.0121, -0.0134], [0.0064, 0.0050, -0.0030], [-0.0014, -0.0011, -0.0039], [0.0029, 0.0019, 0.0071], [0.0025, 0.0036, -0.0006], [0.0017, 0.0003, 0.0024], [-0.0035, 0.0002, -0.0038], [-0.0012, -0.0030, -0.0038], [0.0035, -0.0038, -0.0028], [0.0021, 0.0029, -0.0053], [-0.0027, 0.0029, 0.0052], [-0.0006, 0.0003, 0.0002], [-0.0422, -0.0451, 0.0165], [0.0610, 0.0737, 0.0227], [0.0220, 0.0431, -0.0387], [-0.0332, -0.1212, 0.0220], [-0.1562, -0.0660, 0.0137], [0.1204, 0.0275, 0.0909], [0.0449, 0.0433, -0.0389], [0.0734, 0.0445, -0.0338], [-0.0309, -0.0193, 0.0734], [0.0206, 0.0061, -0.0796], [0.0087, -0.0025, -0.0176], [0.1255, -0.0474, 0.0107], [-0.0573, 0.0174, -0.0507], [-0.0059, -0.0132, 0.0065], [-0.0010, 0.0662, -0.0651]], "mulliken_charge": [0.45, -1.41, 0.70, 0.05, 0.17, -0.59, 0.21, -0.35, -0.04, -0.84, 0.14, -1.18, 0.38, -0.48, 0.05, -0.51, 0.22, -0.91, -0.15, -0.27, -0.15, -0.75, -0.35, -1.10, 0.34, -0.34, 0.15, -0.59, 2.70, -2.21, -1.98, -2.07, 0.55, 0.08, 2.38, -1.87, -2.13, -1.47, 0.00, 1.04, -1.42, 2.76, -2.29, -1.93, -2.06, -0.57, 0.29, 2.27, -1.60, -2.11, -1.76, 0.33, 0.25, 0.29, -0.75, 0.70, 0.47, 0.35, -0.01, 0.59, 0.53, 0.48, -0.25, 0.65, 0.47, 0.38, -0.01, 0.56, 0.46, 0.48, 0.41, 0.33, 0.50, 0.38, 0.46, 0.34, 0.29, 0.43, 0.55, 0.40, 0.47, 0.30, 0.40, 0.32, 0.45, 0.33, 0.48, 0.14, 0.26, 0.27, 0.28, 0.43, 0.36, 0.48, 0.39, 0.47, 0.31, 0.31, 0.37, 0.57, 0.25, 0.31, 0.46, 0.35, 0.44, 0.39, 0.29, 0.38, 0.46, -0.38, 0.10, -0.13, 0.25, -0.04, -0.46, -0.17, -0.45, -0.62, 0.19, 0.24, -0.69, 0.20, 0.28, -0.52], "gap_ev": 5.566, "homo_energy_ev": -1.9, "lumo_ha": 0.1340, "relative_energy_kj_mol": 0.0, "multiplicity": 1, "charge": -2}